69
Properties=species:S:1:pos:R:3:forces:R:3 method="wB97M-V/def2-TZVPD" total_charge=-1 homo_ev="-3.8 / -3.7" gap_ha="0.2148 / 0.2188" multiplicity=2 lumo_ev="2.1 / 2.2"
Ru 0.50689 -0.16185 0.25918 0.17 0.29 -0.99
N 0.45458 4.24277 1.36649 0.10 -0.07 0.11
C 0.49928 2.99742 0.82081 -0.18 0.46 -0.13
O 1.31144 2.17444 1.21050 0.01 -0.43 -0.27
C -0.46909 2.72121 -0.29484 -0.07 -0.13 -0.08
C 0.02398 1.55875 -1.13181 0.01 -0.85 0.85
H 0.99667 4.41643 2.19537 0.01 -0.01 0.00
H -0.25060 4.90365 1.09953 -0.05 -0.07 -0.01
H -0.61894 3.64275 -0.87598 -0.02 -0.01 0.05
H -1.42408 2.45814 0.17213 0.04 0.04 0.05
H 0.95408 1.81653 -1.64605 -0.04 -0.17 -0.05
H -0.74914 1.27642 -1.85069 0.09 -0.08 -0.01
Se 1.58851 -0.27345 2.54131 -0.03 0.13 -0.16
C 2.08822 -2.05669 2.94240 0.13 -0.12 -0.23
C 1.77277 -2.65497 4.16174 -0.09 0.13 -0.16
C 2.30868 -3.89642 4.45555 0.16 -0.06 0.02
N 3.13087 -4.56246 3.64713 -0.05 -0.17 0.07
C 3.40549 -3.99694 2.47200 -0.01 -0.04 -0.05
C 2.91361 -2.76805 2.06982 -0.12 -0.13 0.06
H 1.10705 -2.15334 4.85009 -0.02 0.00 0.03
H 2.08586 -4.39172 5.39616 -0.06 0.08 0.03
H 4.07043 -4.56675 1.83026 0.00 0.06 -0.08
H 3.16557 -2.35218 1.10177 0.07 0.01 0.03
C 6.00776 -0.06192 -1.28568 0.14 0.02 -0.08
C 5.48307 -0.99583 -2.16762 0.07 0.04 0.04
C 4.14159 -1.33088 -2.14038 -0.25 0.02 0.18
C 3.26077 -0.73626 -1.20599 0.43 0.19 -0.27
C 3.81215 0.22227 -0.32633 -0.17 -0.08 -0.12
C 5.15285 0.54288 -0.36952 0.04 -0.03 -0.07
N 1.91889 -0.98262 -1.17969 -1.09 0.70 1.58
C 1.32902 -1.89054 -2.05278 -0.04 -0.13 -0.50
C 1.65637 -3.25357 -2.09479 0.04 0.19 0.07
C 1.02102 -4.10934 -2.97827 0.04 -0.06 -0.07
C 0.03937 -3.64175 -3.84238 -0.10 0.00 -0.03
C -0.30360 -2.29650 -3.80856 -0.05 -0.05 -0.01
C 0.33517 -1.43753 -2.93321 0.20 0.03 0.14
H 7.05590 0.20728 -1.32920 0.00 -0.03 0.04
H 6.12825 -1.46843 -2.89986 0.01 -0.01 -0.01
H 3.74817 -2.04877 -2.84625 0.07 0.00 -0.06
H 3.15023 0.71275 0.37507 0.09 -0.03 0.04
H 5.54334 1.28494 0.31674 -0.04 0.02 0.04
H 2.41735 -3.62829 -1.42198 0.00 0.00 0.04
H 1.30334 -5.15548 -3.00599 -0.02 0.00 0.05
H -0.44453 -4.31221 -4.54123 -0.01 -0.03 0.01
H -1.05842 -1.90364 -4.48109 -0.01 -0.04 -0.03
H 0.09765 -0.38296 -2.91675 -0.02 0.02 -0.01
C -3.30824 -0.86204 -1.59032 0.13 0.07 -0.01
C -3.05367 -2.15028 -0.79855 -0.35 0.02 -0.10
C -1.69307 -2.16722 -0.29999 0.37 -0.26 0.01
N -0.59983 -2.12567 0.04913 0.09 0.86 0.22
H -4.35620 -0.80195 -1.88187 0.00 -0.03 0.03
H -2.68385 -0.83606 -2.48253 -0.01 -0.02 -0.02
H -3.05558 0.00226 -0.97709 0.00 -0.01 -0.02
H -3.21016 -3.02995 -1.42667 0.04 -0.01 0.07
H -3.72948 -2.20523 0.05703 0.01 -0.07 0.00
Br -6.86749 0.63409 0.43094 0.08 -0.05 0.09
C -5.66172 -0.22668 1.64612 -0.33 0.02 -0.13
C -6.16925 -1.14470 2.55006 0.15 0.05 0.07
C -5.28049 -1.75612 3.42900 -0.25 -0.05 -0.10
C -3.92325 -1.50557 3.34760 0.20 0.08 -0.17
C -3.42590 -0.61167 2.40057 -0.68 0.23 -0.02
C -4.31733 0.06945 1.57176 0.20 -0.12 0.11
C -1.93365 -0.41547 2.25649 0.63 -0.19 0.60
O -1.23034 -1.05817 3.03629 -0.53 0.05 -0.34
O -1.57434 0.37667 1.31817 0.79 -0.20 -0.37
H -7.22388 -1.37702 2.57312 -0.04 0.06 0.01
H -5.66835 -2.44776 4.16596 0.03 -0.05 0.00
H -3.21148 -2.00598 3.98919 0.03 0.02 0.01
H -3.93486 0.79998 0.87340 0.01 -0.03 0.00